Entry from OMol25: C6H12OS in the gas phase in a non-equilibrium geometry (wB97M-V/def2-TZVPD).

CARTESIAN COORDINATES (ANGSTROEM)
1 C 1.995 1.479 -0.632
2 C 1.501 0.322 -0.185
3 C 1.916 -1.120 -0.225
4 S -0.510 0.489 0.412
5 C -0.084 -0.272 1.968
6 O -0.905 1.866 0.724
7 C -1.786 -0.352 -0.257
8 C -2.661 0.156 -1.281
9 H 1.480 2.381 -0.398
10 H 2.937 1.377 -1.170
11 H 2.587 -1.373 0.596
12 H 1.020 -1.596 0.001
13 H 2.395 -1.522 -1.111
14 H 0.314 -1.283 1.639
15 H 0.822 0.424 2.266
16 H -0.939 -0.403 2.680
17 H -1.367 -1.369 -0.540
18 H -2.200 0.494 -2.172
19 H -3.144 0.958 -0.850
20 H -3.372 -0.657 -1.464

## Properties
ΔE to the lowest compared entry with this formula, charge and spin: 123.62 kcal/mol
Multiplicity: 1


Entry from OMol25: 20 unconnected molecules or ions with the total composition C66H171Br14N13O13 in a non-equilibrium geometry (wB97M-V/def2-TZVPD).

CARTESIAN COORDINATES (ANGSTROEM)
1 Br 0.641 8.727 1.817
2 C -1.136 8.071 2.264
3 C -1.061 7.090 3.405
4 Br -0.909 8.014 5.139
5 H -1.458 7.501 1.401
6 H -1.732 8.955 2.465
7 H -0.231 6.386 3.244
8 H -1.984 6.492 3.544
9 Br -8.574 -1.715 -0.115
10 C -7.728 -1.233 1.521
11 C -6.281 -1.649 1.532
12 Br -5.553 -1.732 3.361
13 H -8.294 -1.747 2.314
14 H -7.890 -0.151 1.688
15 H -5.647 -0.921 0.980
16 H -6.180 -2.713 1.081
17 Br 5.130 -2.531 -2.237
18 C 4.261 -3.229 -3.843
19 C 3.480 -4.511 -3.464
20 Br 2.607 -5.251 -5.079
21 H 5.146 -3.244 -4.528
22 H 3.474 -2.517 -4.162
23 H 2.760 -4.316 -2.736
24 H 4.096 -5.281 -3.107
25 Br 0.872 -3.403 -9.253
26 C 1.567 -2.592 -7.594
27 C 0.362 -2.548 -6.638
28 Br 0.827 -1.505 -4.992
29 H 1.927 -1.605 -7.688
30 H 2.382 -3.243 -7.320
31 H -0.019 -3.549 -6.287
32 H -0.454 -1.964 -7.044
33 Br -5.288 1.078 7.621
34 C -4.043 2.503 7.365
35 C -3.351 2.323 6.054
36 Br -2.260 3.906 5.537
37 H -3.434 2.550 8.268
38 H -4.620 3.430 7.345
39 H -4.018 2.215 5.208
40 H -2.692 1.445 5.984
41 Br -0.578 4.571 0.588
42 C -1.298 5.772 -0.700
43 C -2.772 5.533 -0.920
44 Br -3.419 6.751 -2.274
45 H -0.757 5.626 -1.643
46 H -1.130 6.806 -0.415
47 H -3.384 5.649 -0.037
48 H -2.900 4.627 -1.355
49 Br -4.704 1.875 2.452
50 C -4.532 3.603 1.720
51 C -5.796 4.321 2.008
52 Br -5.791 6.222 1.656
53 H -4.370 3.420 0.642
54 H -3.640 4.040 2.196
55 H -6.155 4.141 3.049
56 H -6.506 3.920 1.328
57 C -4.782 -7.585 1.586
58 C -3.948 -6.399 1.008
59 C -4.936 -5.477 0.264
60 O -5.456 -6.096 -0.929
61 C -6.619 -5.475 -1.424
62 N -3.120 -5.529 1.847
63 H -4.193 -8.325 2.034
64 H -5.250 -8.061 0.722
65 H -5.544 -7.247 2.312
66 H -3.273 -6.830 0.265
67 H -4.539 -4.533 -0.074
68 H -5.760 -5.312 0.977
69 H -6.515 -4.452 -1.869
70 H -7.420 -5.406 -0.559
71 H -7.085 -6.170 -2.190
72 H -2.350 -6.095 2.217
73 H -3.655 -5.309 2.682
74 C 3.821 2.226 -8.907
75 C 3.498 0.888 -8.240
76 C 4.786 0.241 -7.774
77 O 4.552 -0.969 -7.192
78 C 5.670 -1.403 -6.385
79 N 2.582 1.085 -7.144
80 H 2.857 2.697 -9.243
81 H 4.472 2.196 -9.732
82 H 4.213 2.946 -8.175
83 H 2.969 0.262 -8.939
84 H 5.367 0.941 -7.120
85 H 5.475 0.060 -8.600
86 H 6.556 -1.278 -7.056
87 H 5.558 -2.439 -6.243
88 H 5.791 -0.874 -5.450
89 H 2.256 0.167 -6.790
90 H 2.976 1.491 -6.292
91 C 4.109 -2.317 6.577
92 C 3.183 -2.961 5.578
93 C 2.616 -4.344 6.035
94 O 1.800 -4.078 7.108
95 C 1.119 -5.201 7.640
96 N 2.045 -2.188 5.155
97 H 4.553 -1.369 6.160
98 H 5.035 -2.961 6.713
99 H 3.646 -2.114 7.530
100 H 3.838 -3.112 4.680
101 H 3.429 -5.058 6.320
102 H 2.037 -4.577 5.144
103 H 0.743 -5.813 6.797
104 H 0.332 -4.818 8.269
105 H 1.767 -5.828 8.210
106 H 1.473 -1.898 5.986
107 H 2.262 -1.452 4.513
108 C -2.887 -0.890 -3.886
109 C -3.808 -2.056 -4.289
110 C -3.058 -3.109 -5.078
111 O -2.701 -2.577 -6.332
112 C -3.712 -2.682 -7.375
113 N -4.325 -2.779 -3.092
114 H -2.701 -0.202 -4.675
115 H -1.947 -1.311 -3.477
116 H -3.263 -0.276 -3.050
117 H -4.656 -1.852 -4.894
118 H -3.654 -4.024 -5.217
119 H -2.165 -3.279 -4.468
120 H -4.703 -2.534 -6.976
121 H -3.679 -3.667 -7.798
122 H -3.594 -1.862 -8.095
123 H -3.586 -3.299 -2.569
124 H -4.688 -2.079 -2.454
125 C 0.299 0.932 5.713
126 C 1.524 1.625 6.232
127 C 2.071 0.793 7.450
128 O 3.101 1.465 8.136
129 C 2.791 2.554 8.849
130 N 2.469 2.038 5.205
131 H -0.083 1.472 4.799
132 H -0.554 0.861 6.424
133 H 0.548 -0.132 5.470
134 H 1.082 2.519 6.725
135 H 2.481 -0.109 6.956
136 H 1.227 0.414 8.069
137 H 3.531 2.634 9.616
138 H 1.831 2.448 9.415
139 H 2.697 3.427 8.181
140 H 2.665 1.137 4.699
141 H 3.315 2.271 5.711
142 C -5.672 0.565 -1.371
143 C -4.886 1.642 -2.054
144 C -5.606 2.965 -2.215
145 O -6.804 2.698 -3.021
146 C -8.002 2.872 -2.261
147 N -3.636 1.922 -1.376
148 H -5.071 -0.370 -1.349
149 H -6.642 0.342 -1.878
150 H -5.943 0.896 -0.352
151 H -4.724 1.439 -3.085
152 H -4.968 3.794 -2.614
153 H -5.870 3.334 -1.184
154 H -8.201 3.890 -2.046
155 H -8.102 2.329 -1.339
156 H -8.706 2.509 -2.998
157 H -3.193 1.068 -1.130
158 H -3.120 2.411 -2.084
159 C 3.910 1.898 -3.373
160 C 5.103 2.830 -3.553
161 C 6.397 2.183 -3.120
162 O 6.555 1.100 -3.981
163 C 7.514 0.169 -3.503
164 N 5.218 3.201 -4.999
165 H 4.305 0.911 -3.643
166 H 3.160 2.083 -4.139
167 H 3.364 1.856 -2.458
168 H 5.022 3.754 -2.920
169 H 6.439 1.951 -2.016
170 H 7.282 2.873 -3.220
171 H 8.473 0.675 -3.328
172 H 7.793 -0.438 -4.407
173 H 7.224 -0.398 -2.611
174 H 6.161 3.020 -5.326
175 H 5.000 4.213 -5.040
176 C -0.183 5.248 -5.074
177 C 0.296 3.861 -5.588
178 C -0.857 2.936 -5.403
179 O -1.245 2.764 -4.067
180 C -0.390 2.014 -3.230
181 N 0.867 3.974 -6.930
182 H -0.522 5.099 -4.071
183 H -0.982 5.541 -5.732
184 H 0.664 5.971 -5.136
185 H 1.096 3.569 -4.813
186 H -0.673 1.948 -5.842
187 H -1.782 3.316 -5.905
188 H 0.655 2.335 -3.296
189 H -0.473 0.925 -3.513
190 H -0.715 2.167 -2.209
191 H 1.453 3.107 -7.099
192 H 1.497 4.811 -6.852
193 C 3.515 -0.888 2.085
194 C 4.749 -1.004 1.221
195 C 5.197 0.426 0.744
196 O 5.533 1.029 1.951
197 C 6.325 2.203 1.820
198 N 5.795 -1.734 1.859
199 H 2.709 -0.354 1.640
200 H 3.763 -0.382 3.032
201 H 3.212 -1.834 2.343
202 H 4.287 -1.574 0.407
203 H 4.401 0.980 0.222
204 H 6.052 0.398 0.099
205 H 6.177 2.721 0.867
206 H 7.366 1.910 1.999
207 H 6.172 2.877 2.643
208 H 6.442 -2.043 1.148
209 H 6.283 -1.155 2.543
210 C 3.338 5.499 4.124
211 C 2.268 5.105 3.108
212 C 2.810 4.001 2.127
213 O 3.869 4.448 1.304
214 C 3.466 5.063 0.119
215 N 1.036 4.614 3.707
216 H 3.164 6.396 4.714
217 H 4.374 5.650 3.729
218 H 3.398 4.600 4.706
219 H 2.066 5.915 2.408
220 H 2.033 3.679 1.478
221 H 3.253 3.138 2.594
222 H 2.753 4.507 -0.519
223 H 4.324 5.128 -0.493
224 H 3.149 6.084 0.284
225 H 0.670 5.242 4.519
226 H 1.245 3.684 4.187
227 C -0.588 -5.315 -2.253
228 C -0.826 -5.041 -0.714
229 C 0.479 -4.786 -0.027
230 O 0.390 -4.904 1.365
231 C 1.633 -4.705 1.965
232 N -1.794 -3.917 -0.696
233 H -0.391 -4.392 -2.667
234 H -1.438 -5.824 -2.663
235 H 0.261 -5.911 -2.509
236 H -1.367 -5.900 -0.297
237 H 0.782 -3.757 -0.283
238 H 1.204 -5.512 -0.449
239 H 1.448 -4.477 3.079
240 H 2.193 -3.809 1.551
241 H 2.247 -5.641 1.975
242 H -2.205 -3.884 0.246
243 H -1.322 -3.009 -0.740
244 C -2.063 -1.207 4.777
245 C -1.144 -2.105 4.054
246 C -1.059 -3.492 4.832
247 O -2.328 -4.167 4.781
248 C -2.258 -5.382 5.497
249 N -1.624 -2.483 2.668
250 H -2.467 -0.320 4.254
251 H -1.517 -0.793 5.617
252 H -2.966 -1.623 5.347
253 H -0.155 -1.646 4.064
254 H -0.822 -3.250 5.884
255 H -0.191 -4.087 4.496
256 H -2.096 -5.161 6.522
257 H -1.450 -6.026 5.041
258 H -3.180 -5.909 5.328
259 H -2.444 -2.952 2.717
260 H -0.954 -3.219 2.435
261 C -0.029 0.796 1.649
262 C -0.801 0.538 0.319
263 C 0.069 -0.388 -0.520
264 O 1.324 0.171 -0.875
265 C 2.197 -0.842 -1.333
266 N -2.094 -0.162 0.274
267 H 0.937 1.245 1.494
268 H 0.193 -0.126 2.259
269 H -0.512 1.548 2.254
270 H -0.906 1.548 -0.166
271 H -0.467 -0.720 -1.385
272 H 0.288 -1.298 0.177
273 H 2.177 -1.656 -0.577
274 H 3.195 -0.449 -1.357
275 H 1.825 -1.303 -2.321
276 H -2.828 0.456 0.737
277 H -2.000 -0.982 0.925

## Properties
Multiplicity: 1
E_tot: -1097790.7155 eV